# 1
Below is C28H46F6OP2Pm as an isolated structure, with properties calculated with ωB97M-V with the def2-TZVPD basis set.

Summary:
charge	+1
gap between HOMO and LUMO (alpha / beta)	0.21844 / 0.22222	Eh
relative energy (zero: lowest compared OMol25 entry of this formula, charge and spin)	72.4	kJ/mol
spin multiplicity	5
LUMO energy (alpha / beta)	-3.77 / -3.67	eV
⟨S²⟩	6.01

```
84
Properties=species:S:1:pos:R:3:forces:R:3
Pm 1.580657 0.141936 1.728921 -0.778 -0.303 0.624
C 2.185774 -1.500021 3.779299 0.335 0.100 -0.751
C 1.833643 -2.347923 2.695794 0.325 0.404 -0.196
C 3.720974 -1.173856 2.084427 -0.850 -0.471 0.479
C 3.345657 -0.762698 3.402122 -0.286 -0.891 -0.470
C 2.767132 -2.146173 1.636429 0.376 0.279 0.774
C 1.486846 -1.413478 5.082408 -0.176 0.051 0.701
H 0.525367 -1.942332 5.067032 0.252 0.185 0.048
H 1.297467 -0.374957 5.355597 0.094 -0.360 0.002
H 2.084711 -1.844554 5.898574 -0.067 -0.022 -0.262
C 4.108249 0.158802 4.276767 0.458 0.321 0.215
H 3.580274 0.333365 5.214498 0.154 -0.035 -0.152
H 4.268690 1.132810 3.802171 0.083 -0.089 0.123
H 5.101398 -0.255810 4.517383 -0.303 0.100 -0.102
C 4.882861 -0.635881 1.336285 0.476 0.154 -0.382
H 5.819370 -1.001514 1.786331 -0.185 0.205 -0.208
H 4.931592 0.467978 1.345801 0.056 -0.254 0.077
H 4.865556 -0.954536 0.288495 0.114 0.018 0.157
C 2.760306 -2.881741 0.345272 -0.073 -0.331 -0.539
H 3.377180 -3.799023 0.384037 -0.198 0.423 -0.043
H 3.134202 -2.251666 -0.472579 0.045 -0.244 0.029
H 1.737534 -3.185928 0.076813 0.321 0.025 0.061
C 0.704672 -3.316420 2.676675 -0.528 -0.542 -0.313
H 1.031477 -4.374803 2.710219 0.017 0.540 0.012
H 0.107359 -3.200917 1.754558 0.287 -0.156 0.359
H 0.032537 -3.160519 3.528114 0.123 -0.065 -0.213
C -1.804017 0.252666 1.125234 0.783 0.182 0.448
C -1.840961 -0.841776 1.902684 0.221 0.599 0.072
C -2.364135 -2.182020 1.529337 0.143 -0.867 -0.311
C -2.324331 -2.593352 0.027896 -0.650 -0.477 0.382
C -1.002121 -2.503596 -0.667685 0.884 0.075 -0.089
C -0.359220 -1.449346 -1.196728 0.616 -0.146 0.674
C -0.747733 -0.000500 -1.185284 -0.525 0.108 -0.350
C -1.994021 0.331137 -0.350866 -0.570 0.501 -0.306
H -3.417738 -2.269044 1.834186 0.186 0.243 0.083
H -3.124742 -2.073260 -0.513111 0.268 -0.318 0.113
H -1.847465 -2.939220 2.140108 -0.215 0.215 -0.315
H -2.822473 -0.317819 -0.652592 0.412 0.475 0.087
H -1.634030 1.231538 1.589656 0.314 -0.380 0.173
H -1.527407 -0.733837 2.945957 -0.433 0.119 -0.053
H -2.284863 1.369706 -0.590055 -0.036 -0.472 0.023
H 0.110567 0.637528 -0.872351 -0.127 -0.155 0.029
H 0.644695 -1.619169 -1.614864 -0.500 -0.169 -0.043
H -0.939145 0.346708 -2.233671 0.330 -0.335 0.642
H -2.590715 -3.663232 0.024615 -0.135 0.410 -0.095
H -0.486624 -3.475763 -0.713723 -0.109 0.500 -0.207
P -2.235577 1.150252 -3.948291 -0.924 0.078 -0.478
P -0.540073 0.495103 -6.347289 -0.098 0.286 -1.610
C -3.062219 1.456644 -5.606764 0.118 0.029 0.345
C -2.025006 1.579144 -6.711780 0.267 0.005 0.117
H -3.651532 2.377841 -5.507694 -0.090 -0.299 -0.121
H -3.754020 0.620206 -5.791514 0.260 0.268 0.003
H -2.457101 1.281310 -7.676770 0.208 0.194 0.103
H -1.665172 2.614727 -6.804056 -0.081 -0.226 0.040
C 0.369578 1.042322 -7.866526 0.194 -0.207 0.076
H 1.266960 0.420828 -7.982526 -0.130 0.252 -0.099
H 0.667042 2.092025 -7.741916 0.025 -0.276 -0.092
H -0.260390 0.943760 -8.761331 0.197 0.060 0.159
C -1.270997 -1.049681 -7.071010 0.238 -0.012 0.278
H -1.785900 -0.830372 -8.014368 0.089 -0.083 0.187
H -1.974228 -1.492352 -6.356812 0.100 -0.075 -0.178
H -0.452892 -1.754422 -7.259279 -0.255 -0.024 0.057
C -2.527737 2.835519 -3.262817 -0.103 -0.022 0.130
H -2.259897 2.884424 -2.200043 -0.085 0.130 -0.232
H -3.579330 3.116657 -3.409715 0.242 0.077 0.202
H -1.888533 3.535057 -3.821572 -0.172 -0.153 0.209
C -3.639389 0.160752 -3.290477 -0.232 0.056 0.381
H -3.750265 -0.739496 -3.911004 0.036 0.266 0.129
H -4.563746 0.750327 -3.330009 0.017 -0.244 0.042
H -3.460752 -0.164001 -2.262592 -0.226 0.080 -0.385
C 0.645050 3.883850 3.425816 -0.188 0.227 -0.249
C 0.820477 2.541373 4.099369 -0.205 -0.407 0.891
O 1.231438 1.555317 3.227468 0.133 0.361 -0.234
C 1.845033 2.760216 5.249327 0.993 0.235 0.796
F 1.521184 3.814106 6.051897 0.265 -1.030 -0.852
F 1.982350 1.671570 6.058224 -0.199 0.909 -0.618
F 3.079729 3.032754 4.721944 -1.099 -0.242 0.410
C -0.510298 2.032386 4.740641 -1.057 -0.036 0.325
F -0.884729 2.715860 5.847479 0.389 -0.447 -0.892
F -1.529284 2.148228 3.837773 0.658 -0.036 0.432
F -0.464644 0.714103 5.076989 -0.076 1.099 -0.284
H 1.627886 4.208655 3.059654 -0.287 0.039 0.190
H 0.241906 4.609466 4.147158 0.116 -0.103 -0.463
H -0.019925 3.768053 2.562232 0.031 0.122 0.296
```
Positions in Å, forces in eV/Å.


# 2
Below is a 6-piece molecular cluster, C28H46N12O8 overall, with properties calculated with ωB97M-V with the def2-TZVPD basis set.

Summary:
gap between HOMO and LUMO	0.29400	Eh
SMILES	NCCc1cc(-c2ccccc2)c(CN)c2c1C(=O)C(CCCCO)=CC2=O.NC(N)=O.NC(N)=O.NC(N)=O.NC(N)=O.NC(N)=O
LUMO energy	-0.31	eV

```
94
Properties=species:S:1:pos:R:3:forces:R:3
N 2.044775 -3.107899 0.585966 -0.055 0.218 -0.093
C 1.752394 -2.148802 -0.501832 0.491 -0.335 0.025
C 2.111778 -0.730378 -0.054951 -0.424 0.166 -0.070
C 1.115645 0.354054 -0.397796 0.065 0.145 0.043
C 0.706607 1.212905 0.615727 -0.177 0.157 -0.050
C -0.201375 2.251658 0.417622 0.029 -0.143 -0.094
C -0.566793 3.081692 1.598698 0.017 0.136 0.012
C -1.434871 2.580382 2.562542 0.066 -0.036 -0.158
C -1.760936 3.334325 3.677407 0.025 0.013 0.142
C -1.211755 4.597946 3.845295 0.059 -0.095 -0.154
C -0.344389 5.113238 2.886913 -0.183 0.011 0.175
C -0.028040 4.354380 1.770307 -0.008 0.037 -0.022
C -0.762592 2.467690 -0.849920 0.171 -0.085 0.000
C -1.780968 3.565549 -1.074311 0.086 0.102 -0.178
N -3.104293 3.114661 -1.506701 -0.115 0.002 -0.038
C -0.371827 1.599981 -1.876639 0.092 -0.030 0.107
C 0.558386 0.572334 -1.659629 -0.050 -0.008 0.094
C 0.910260 -0.291265 -2.820144 0.077 0.042 -0.009
O 2.022859 -0.736174 -3.007308 -0.071 -0.075 0.035
C -0.204794 -0.580265 -3.773685 -0.172 0.108 0.033
C -0.266432 -1.937699 -4.417786 -0.203 0.100 0.420
C -1.565701 -2.707788 -4.051765 0.477 -0.223 -0.258
C -1.347585 -3.829304 -3.026650 -0.498 0.410 0.478
C -1.698618 -3.426200 -1.588740 0.291 -0.124 -0.183
O -2.960151 -4.002089 -1.236234 -0.129 0.166 -0.169
C -1.073196 0.412023 -3.982224 0.106 -0.312 0.055
C -0.915668 1.703708 -3.268586 0.047 0.083 -0.052
O -1.199213 2.753630 -3.806825 -0.157 -0.058 0.051
H 2.841482 -2.758704 1.106239 0.004 -0.049 0.073
H 2.338177 -3.992756 0.191920 -0.073 -0.069 0.018
H 0.697641 -2.220231 -0.774960 -0.078 0.023 0.077
H 2.333840 -2.407762 -1.386810 -0.109 0.073 -0.130
H 2.184480 -0.735208 1.032517 0.085 0.021 0.047
H 3.086384 -0.433486 -0.432273 0.108 -0.107 0.005
H 1.101915 1.080493 1.615232 0.040 -0.063 0.014
H -1.863256 1.594190 2.431737 -0.019 -0.048 0.028
H -2.432988 2.905806 4.406246 -0.068 0.056 0.086
H -1.456938 5.172771 4.728207 -0.021 0.065 0.012
H 0.086629 6.098123 3.013541 0.047 -0.093 -0.047
H 0.643732 4.761917 1.025281 0.042 -0.031 -0.043
H -1.884595 4.158554 -0.170180 0.014 -0.095 0.140
H -1.382911 4.234660 -1.835868 -0.092 0.061 -0.024
H -3.180641 3.129610 -2.513181 0.060 -0.029 -0.030
H -3.292762 2.168597 -1.202627 -0.017 0.008 0.107
H -0.186878 -1.830397 -5.498202 0.064 -0.009 -0.059
H 0.587494 -2.507982 -4.056542 0.155 -0.029 -0.268
H -2.300761 -2.003792 -3.663256 -0.203 -0.018 -0.141
H -1.948649 -3.149730 -4.969614 -0.148 0.025 0.005
H -0.321793 -4.185518 -3.054683 0.026 -0.136 -0.188
H -2.011669 -4.655326 -3.272388 0.187 -0.215 -0.013
H -1.748673 -2.336076 -1.503102 0.029 0.060 0.067
H -0.929493 -3.783753 -0.898865 -0.040 -0.002 0.108
H -3.307788 -3.498753 -0.496368 0.093 -0.057 0.058
H -1.890710 0.312866 -4.686311 0.033 0.174 -0.133
N -3.347127 -0.931024 4.568958 -0.069 0.089 0.002
C -3.943326 0.260967 4.314790 0.024 0.051 -0.183
N -4.680355 0.302334 3.155778 -0.037 0.012 -0.031
O -3.838768 1.247952 5.028024 -0.004 -0.109 0.132
H -3.421805 -1.738152 3.968200 0.089 -0.072 0.132
H -2.794231 -1.001020 5.401853 0.013 0.017 0.007
H -5.127744 1.169478 2.926394 0.012 0.015 0.006
H -4.784841 -0.483577 2.544563 0.006 -0.024 0.017
N 7.023801 -0.268578 0.239592 0.005 0.002 0.013
C 6.060875 0.655489 0.543917 -0.021 0.064 -0.014
N 6.448805 1.962296 0.443827 0.012 0.002 0.012
O 4.933846 0.337370 0.879144 0.074 -0.064 0.032
H 7.954486 -0.026835 -0.040458 -0.001 0.017 -0.004
H 6.766694 -1.234947 0.302667 -0.014 -0.005 0.002
H 5.761222 2.660083 0.658180 -0.016 -0.006 -0.001
H 7.367891 2.248467 0.167489 0.006 -0.012 -0.008
N 3.285572 9.175730 3.651003 0.011 0.002 0.006
C 2.237565 8.362900 3.987479 -0.015 -0.017 0.006
N 1.688132 8.593579 5.218381 -0.001 0.011 0.001
O 1.823209 7.493204 3.242202 0.076 0.106 0.002
H 3.642080 9.896356 4.248190 -0.010 0.001 0.013
H 3.706318 9.030012 2.753202 -0.010 -0.008 -0.012
H 0.920582 8.010577 5.494078 0.000 -0.016 -0.006
H 2.013254 9.302863 5.846287 0.011 0.007 -0.006
N 1.699284 -5.371806 -6.233779 -0.018 -0.020 0.005
C 0.951488 -6.101463 -5.350320 0.051 0.026 -0.008
N 1.606759 -7.141713 -4.748029 -0.003 0.008 0.004
O -0.213220 -5.840580 -5.110618 -0.008 -0.011 -0.047
H 2.659952 -5.565933 -6.440329 0.008 -0.003 0.016
H 1.247750 -4.600299 -6.687296 -0.008 0.009 0.005
H 1.083804 -7.693940 -4.095289 -0.016 -0.002 -0.004
H 2.564519 -7.372456 -4.928601 0.005 0.009 -0.014
N -2.531383 -5.795917 3.047447 -0.063 0.012 0.011
C -3.141591 -4.602718 2.802545 0.114 -0.033 0.007
N -3.880952 -4.541072 1.656756 -0.035 -0.015 0.080
O -3.026091 -3.651309 3.561957 -0.110 0.036 -0.092
H -2.603628 -6.588559 2.439309 0.001 0.011 -0.035
H -1.976277 -5.864884 3.879360 0.020 0.025 0.000
H -4.346825 -3.678360 1.454169 -0.114 0.003 0.110
H -3.974496 -5.304925 1.014537 0.059 -0.006 -0.068
```
Positions in Å, forces in eV/Å.


# 3
Below is a 8-piece molecular cluster, C28H46N7O12 overall, with properties calculated with ωB97M-V with the def2-TZVPD basis set.

Summary:
charge	-1
gap between HOMO and LUMO	0.25511	Eh
relative energy (zero: lowest compared OMol25 entry of this formula, charge and spin)	0.0	kJ/mol
LUMO energy	0.90	eV

```
93
Properties=species:S:1:pos:R:3:forces:R:3
C 0.776283 -0.397142 -0.249697 1.686 0.695 -2.403
O 1.357160 -1.026920 -1.144743 -0.247 -0.749 -0.822
O 0.374468 0.906661 -0.674338 -1.244 -0.252 6.904
O 0.641218 -0.671255 0.918250 -1.141 0.065 2.113
H 0.409198 1.049593 -1.541383 0.737 0.123 -5.547
C -2.730899 -4.145674 0.059884 -1.387 1.632 -0.791
C -4.202220 -4.149621 0.039597 2.687 5.918 -0.694
C -4.970889 -2.785405 -0.192237 1.269 1.248 -0.393
C -4.307036 -1.502162 -0.572141 5.145 -5.200 1.480
C -2.732372 -1.642522 -0.484721 -1.610 -1.852 -0.039
C -2.010886 -2.929124 -0.168170 -2.677 1.825 -0.681
N -4.947066 -0.270064 -1.094854 -3.369 -1.476 0.008
O -6.215552 -0.245226 -1.183178 2.565 -0.644 0.747
O -4.273045 0.612665 -1.517923 1.295 0.677 0.005
H -2.047708 -5.046367 0.170679 -1.583 0.875 -0.002
H -4.578598 -5.100824 0.141832 -1.901 -1.525 0.389
H -6.058158 -2.454743 -0.071107 1.064 -1.958 -0.219
H -2.083965 -0.779975 -0.676241 -0.410 -0.203 0.014
H -0.900826 -2.994950 -0.158836 -0.932 0.713 -0.038
C -3.135413 0.049114 2.149208 3.832 -2.517 1.249
C -2.765228 -1.349488 2.597886 -4.669 0.032 0.097
C -3.881368 -2.265054 3.216103 0.027 4.829 -3.038
C -5.320606 -1.632404 3.300506 7.318 3.563 -0.920
C -5.342770 -0.169799 3.228439 -0.054 -3.070 -1.587
C -4.249566 0.628324 2.585930 -4.246 -3.324 2.161
N -6.385851 -2.384837 3.813617 -0.969 4.070 0.677
O -7.443192 -1.854751 4.039414 -2.020 1.718 -0.875
O -6.148067 -3.421699 4.239477 1.862 -6.862 1.484
H -2.291240 0.655729 1.673004 -1.402 -1.006 0.420
H -1.768366 -1.611793 2.199112 -0.627 -0.593 0.949
H -3.748802 -3.327974 3.328422 0.160 -0.002 0.224
H -6.382154 0.159196 3.430186 1.024 0.663 -0.128
H -4.609222 1.564416 2.393022 -0.051 2.658 -0.591
C 0.728615 2.922539 -3.180731 -0.947 1.918 0.721
O 1.879501 2.828876 -3.537822 -0.027 -0.596 -0.228
N -0.297976 2.011402 -3.363241 8.189 -1.918 -3.368
C -1.517299 2.158716 -2.852368 -3.572 1.277 3.319
C 0.117865 0.689423 -4.034451 -4.690 1.200 0.952
H 0.442989 3.968205 -2.651234 -0.223 -2.263 -0.750
H -1.997250 1.167683 -2.706404 0.087 0.790 0.052
H -2.134075 2.807386 -3.527172 -0.133 -0.410 0.972
H -1.260712 2.608110 -1.797479 -1.850 -0.467 -1.643
H 0.109989 -0.139992 -3.374560 0.161 -0.536 1.301
H 0.912933 0.580056 -4.640887 3.435 0.993 -1.423
H -0.682381 0.460715 -4.743510 -0.448 0.125 0.077
C 0.849754 1.505475 5.918154 1.718 -3.380 -1.048
O 1.647217 0.525105 5.869992 -1.310 2.298 1.287
N 0.113529 1.773849 4.860239 -1.570 1.684 -2.085
C -0.793765 2.985080 4.801077 0.190 -2.681 -0.240
C 0.202604 0.883358 3.680789 2.917 -2.899 1.058
H 0.577847 2.124469 6.757639 0.499 0.337 0.868
H -0.878185 3.357740 3.799324 0.102 0.255 -0.374
H -0.618908 3.720104 5.514742 1.723 1.551 0.977
H -1.750627 2.730131 5.185798 -1.396 -0.894 -0.415
H 1.318053 0.808296 3.307200 -1.701 -0.276 1.442
H -0.098853 1.341911 2.760310 -1.712 -0.116 -0.120
H -0.093876 -0.348492 4.016096 0.538 4.047 -1.447
C 0.060768 3.908071 1.020170 -2.727 6.439 -2.361
O -1.133819 4.295689 1.028592 2.683 0.134 0.168
N 1.210981 4.543005 0.639518 -1.612 2.229 -0.283
C 2.456220 3.812450 0.355689 0.365 2.965 0.251
C 1.127004 6.003744 0.335055 2.376 1.097 -0.285
H 0.281669 3.017167 1.245360 1.427 -7.496 1.902
H 3.090166 3.832994 1.250473 0.773 1.256 -0.486
H 2.887014 4.103321 -0.652682 -0.282 -0.230 1.524
H 2.333645 2.812261 0.403840 -1.410 -3.508 -0.792
H 1.227623 6.216375 -0.759794 0.500 -0.497 0.667
H 1.969035 6.650706 0.899563 -1.692 -1.734 -1.209
H 0.195449 6.528206 0.515022 -0.436 -0.863 0.803
C 5.972729 -2.848081 -0.576543 1.598 -0.882 2.061
O 5.723748 -2.520706 -1.709140 1.034 -0.257 -0.666
N 5.039612 -2.877560 0.380614 -0.199 0.420 3.410
C 5.373852 -2.980436 1.872663 0.773 5.130 -1.057
C 3.695464 -2.526796 0.125837 -0.709 3.643 3.682
H 7.043658 -3.258221 -0.038064 -2.149 1.173 -1.878
H 4.512772 -3.065942 2.495132 -0.884 0.366 -0.047
H 6.151807 -2.146757 2.410245 -2.249 -2.014 -1.990
H 5.795012 -3.859583 1.860748 2.868 -4.697 0.908
H 3.508232 -2.383988 -0.835795 -0.551 0.659 -4.213
H 3.343787 -1.524700 0.653105 1.154 -1.510 -1.053
H 2.918922 -3.122503 0.486106 -0.707 -1.968 0.832
C 4.869653 -1.373094 -5.749684 -1.580 -0.351 0.215
O 5.046039 -1.446093 -6.969081 0.629 0.298 1.604
N 3.585508 -1.484144 -5.220666 0.367 -1.401 -4.832
C 3.247595 -1.427996 -3.883221 -1.617 1.398 1.031
C 2.406312 -1.681787 -6.203698 2.445 4.068 -3.842
H 5.661219 -1.229763 -4.898764 -1.058 -0.216 -1.554
H 3.658706 -2.082532 -3.211138 2.394 -1.702 1.278
H 2.266422 -1.873366 -3.828067 -0.958 1.087 0.377
H 3.404977 -0.416486 -3.508424 -0.855 -0.008 0.449
H 2.198227 -0.592325 -6.764362 0.776 -2.018 1.513
H 1.442609 -1.751998 -5.763415 -0.370 -1.168 0.794
H 2.623132 -2.185207 -7.261692 -0.228 0.047 3.039
```
Positions in Å, forces in eV/Å.


Number 1: electronic energy -3059.80667 a.u.. Number 2: electronic energy -2353.72877 a.u.. Number 3: electronic energy -2380.11555 a.u..